{"formula": "C20H54Br9N11O12P2", "method": "ωB97M-V/def2-TZVPD", "elements": ["Br", "Br", "Br", "Br", "Br", "Br", "Br", "Br", "Br", "P", "P", "O", "O", "O", "O", "O", "O", "O", "O", "O", "O", "O", "O", "N", "N", "N", "N", "N", "N", "N", "N", "N", "N", "N", "C", "C", "C", "C", "C", "C", "C", "C", "C", "C", "C", "C", "C", "C", "C", "C", "C", "C", "C", "C", "H", "H", "H", "H", "H", "H", "H", "H", "H", "H", "H", "H", "H", "H", "H", "H", "H", "H", "H", "H", "H", "H", "H", "H", "H", "H", "H", "H", "H", "H", "H", "H", "H", "H", "H", "H", "H", "H", "H", "H", "H", "H", "H", "H", "H", "H", "H", "H", "H", "H", "H", "H", "H", "H"], "xyz": [[2.174, -2.903, -6.058], [-1.706, -2.509, 3.203], [0.012, -4.344, 1.358], [0.994, 0.231, -6.726], [-5.548, 7.934, -2.207], [-3.024, 6.285, -1.256], [-3.086, -5.236, 1.910], [1.168, -1.224, -3.677], [-2.511, 9.236, -2.343], [4.981, -1.395, 4.085], [-1.753, 0.470, -1.358], [-1.117, -4.602, -4.801], [-4.788, 4.298, -3.832], [-3.200, 2.071, 3.813], [-4.251, 3.406, -5.792], [-2.099, -0.282, -2.644], [-3.284, 3.611, 2.271], [-6.870, 0.599, -3.862], [-1.686, -5.232, -2.829], [3.824, -1.667, 5.023], [2.625, -5.465, 0.243], [-8.975, 0.920, -3.247], [2.413, -3.780, -0.953], [-1.738, -4.512, -3.778], [-2.889, 3.143, 3.367], [-4.015, 4.003, -4.737], [-1.082, 2.032, -1.627], [5.524, -2.739, 3.155], [-0.650, -0.378, -0.453], [2.202, -4.971, -0.768], [4.620, -0.146, 2.983], [-3.002, 0.663, -0.282], [-7.775, 1.150, -3.199], [6.402, -0.860, 4.957], [-0.585, -1.878, -0.575], [6.120, -0.185, 6.227], [6.154, -3.955, 3.791], [-1.311, 3.185, -0.873], [3.315, 0.022, 2.379], [-0.010, 2.185, -2.598], [-7.308, 2.170, -2.211], [7.821, -0.549, 4.483], [-3.586, 7.655, -2.575], [-2.539, 4.191, -4.435], [0.867, -1.483, -5.646], [-4.134, 1.498, -0.615], [5.642, 0.775, 2.459], [-0.085, 0.181, 0.730], [-1.518, -4.370, 2.570], [-2.556, -3.273, -3.696], [4.676, -3.217, 2.012], [-1.932, 3.890, 4.176], [1.485, -5.673, -1.871], [-3.450, -0.256, 0.755], [6.007, -4.856, 3.194], [-1.040, 3.768, 3.562], [-2.459, 5.264, -4.611], [7.900, 0.508, 4.229], [-2.396, 3.863, -3.406], [-6.400, 2.632, -2.598], [-2.551, -2.966, -2.650], [2.445, -0.343, 2.925], [-2.117, -2.487, -4.311], [-8.155, 2.855, -2.172], [0.437, -5.373, -1.855], [-1.893, 3.696, -5.159], [8.501, -0.797, 5.298], [-3.580, -3.408, -4.045], [0.904, -0.255, 0.872], [5.136, -0.434, 6.623], [3.731, -3.678, 2.298], [5.206, 1.552, 1.831], [6.130, 0.887, 6.033], [0.342, -2.261, -0.148], [-1.483, -2.334, -0.159], [-4.865, 0.968, -1.226], [-2.286, 4.921, 4.157], [7.223, -3.739, 3.806], [-0.168, -1.809, -5.753], [5.682, -4.075, 4.766], [-3.322, -1.221, 0.265], [6.098, 1.282, 3.310], [2.015, -5.322, -2.756], [-1.013, 4.110, -1.367], [-4.573, 1.986, 0.255], [-0.642, 0.084, 1.661], [-3.836, 2.298, -1.292], [-2.280, 3.317, -0.390], [1.756, -6.696, -1.606], [-0.410, -2.033, -1.640], [-7.147, 1.593, -1.300], [-0.139, 2.986, -3.327], [-4.396, -0.087, 1.270], [-1.626, 3.475, 5.136], [-1.174, -5.009, 3.383], [4.281, -2.327, 1.522], [-3.419, 7.324, -3.600], [5.250, -3.794, 1.286], [-0.690, 3.291, 0.017], [0.982, 2.299, -2.163], [0.125, 1.243, 0.605], [8.108, -1.178, 3.640], [6.410, 0.335, 1.824], [-2.787, -0.187, 1.618], [6.894, -0.384, 6.969], [0.134, 1.186, -3.010], [2.965, 1.054, 2.369], [3.229, -0.441, 1.396]], "forces_ev_per_a": [[-0.94, 0.94, -0.47], [-0.38, -0.86, -0.02], [-0.44, -0.70, 0.41], [0.11, -1.62, 1.06], [1.46, 0.01, -0.61], [-0.03, 0.40, -0.72], [0.06, 0.45, -0.18], [-0.27, 0.26, -1.03], [-0.37, -0.19, -0.06], [0.74, -0.31, 1.04], [-0.42, -1.33, -2.66], [0.85, -0.92, -0.90], [0.27, 0.02, -1.21], [-0.52, -0.74, -0.37], [-0.49, 1.42, 1.58], [0.77, 1.86, 2.94], [0.93, -0.70, 1.99], [-1.85, 0.63, 0.96], [0.02, -1.16, 1.09], [1.64, 0.49, -1.55], [-0.50, -2.00, 0.09], [1.42, 0.04, -0.19], [-0.64, 0.82, -0.83], [-0.54, 2.24, -0.85], [-1.11, -0.16, -0.99], [0.79, -2.54, -0.47], [-0.66, -1.33, -0.38], [-0.53, -0.74, -0.74], [-0.56, -0.96, 0.19], [0.99, 2.52, 0.35], [-0.23, -0.24, -0.03], [-1.56, 1.46, 0.25], [0.94, -0.88, -0.92], [-0.31, -0.89, -0.95], [0.87, 1.42, -1.10], [-0.13, 0.44, -0.52], [-0.24, 1.76, 0.19], [-0.16, 2.01, 2.19], [-1.02, -0.14, 0.32], [0.93, -1.89, -0.01], [-0.63, -0.11, -0.59], [-1.87, -0.84, 0.26], [-0.77, 0.02, 1.05], [-0.74, 0.84, -0.45], [0.80, 0.40, 0.48], [0.05, 1.79, -1.36], [-0.02, -0.01, 0.45], [1.49, 0.91, 0.38], [0.90, 0.12, 0.22], [-0.48, 0.85, 0.65], [-0.40, 2.15, 0.53], [1.18, 1.07, -0.96], [1.32, -0.51, 0.91], [2.12, -1.22, 0.33], [-0.25, 0.28, -0.08], [0.25, 0.66, -0.06], [0.58, 0.06, 0.62], [0.18, 0.00, -0.02], [0.06, 0.38, -0.18], [-0.17, -0.09, 0.10], [-0.16, -0.03, -0.18], [0.55, -1.00, 0.71], [0.18, -0.33, 0.12], [0.36, 0.11, 0.54], [0.15, -0.37, 0.05], [-0.51, -0.25, 0.06], [-0.08, 0.12, 0.08], [0.13, -0.50, 0.09], [-0.06, -0.24, 0.21], [0.17, -0.23, -0.12], [0.31, -0.80, 0.38], [-0.43, -0.11, 0.17], [-0.01, 0.40, 0.27], [-0.31, 0.44, 0.48], [0.23, -0.13, -0.15], [-0.15, -0.48, 0.36], [0.40, -0.06, 0.30], [0.02, -0.35, 0.61], [0.43, -0.16, -0.10], [0.52, -0.36, 0.19], [-0.61, -0.52, 0.85], [0.25, 0.03, -0.16], [-0.37, -0.18, -0.08], [-0.40, -0.20, -0.70], [0.03, -0.31, 0.09], [-0.38, -0.42, -0.07], [0.12, 0.17, -0.06], [-0.34, -0.30, -0.58], [-0.88, -0.28, -0.66], [-0.79, -0.47, -0.10], [-0.10, 0.38, 0.10], [-0.47, -0.22, 0.05], [-0.37, 0.29, -1.19], [-1.07, -0.16, -0.05], [-0.16, 0.57, 0.08], [0.37, 0.12, -0.48], [-0.35, -0.21, 0.40], [-0.05, -0.04, 0.28], [0.69, -0.60, 0.35], [-0.07, 0.62, 0.72], [-0.24, 0.15, -0.10], [-0.27, 0.13, -0.11], [0.09, -0.43, 0.19], [0.51, -0.26, -0.09], [0.00, -0.25, -0.03], [-0.31, 0.30, -0.98], [0.78, 0.55, -0.52], [0.14, 0.24, -0.41]], "mulliken_spin": [-0.0001, 0.0001, 0.0013, 0.0000, 0.0002, 0.0014, 0.0001, 0.0028, 0.0002, 0.0000, -0.0534, 0.0000, -0.0001, -0.0002, 0.0000, 0.1230, 0.0004, -0.0001, 0.0000, 0.0000, 0.0000, 0.0002, 0.0001, 0.0000, 0.0001, 0.0001, 0.2547, 0.0000, 0.2717, 0.0000, 0.0001, 0.2591, -0.0002, 0.0000, -0.0081, 0.0000, 0.0000, -0.0074, -0.0002, -0.0140, 0.0016, 0.0000, 0.0002, -0.0013, 0.0000, 0.0143, 0.0000, 0.0080, 0.0001, -0.0023, 0.0000, 0.0001, -0.0001, -0.0036, 0.0000, 0.0000, 0.0000, 0.0000, 0.0004, -0.0004, 0.0019, 0.0002, 0.0005, 0.0001, 0.0001, -0.0001, 0.0000, 0.0000, 0.0031, 0.0000, 0.0000, 0.0000, 0.0000, 0.0010, 0.0123, 0.0050, 0.0000, 0.0000, 0.0000, 0.0000, 0.0096, 0.0000, 0.0000, 0.0085, 0.0034, 0.0147, 0.0010, 0.0131, 0.0000, 0.0079, -0.0009, 0.0111, 0.0040, 0.0000, 0.0000, 0.0000, 0.0000, 0.0000, 0.0284, 0.0085, 0.0050, 0.0000, 0.0000, 0.0120, 0.0000, 0.0011, 0.0001, 0.0000], "spin_multiplicity": 2, "total_energy_ev": -711513.2315, "total_charge": 1, "homo_ev": [-10.2, -10.2]}